1.
{
  "formula": "C5H8N2",
  "method": "the ωB97M-V functional and the def2-TZVPD basis",
  "elements": ["C", "C", "C", "N", "C", "C", "N", "H", "H", "H", "H", "H", "H", "H", "H"],
  "xyz": [[-1.71234, 1.18369, -1.42533], [-0.85768, 0.69853, -0.29914], [0.49474, 0.56921, -0.28164], [0.81809, -0.17038, 0.84458], [1.81603, -1.21856, 0.70021], [-0.38214, -0.42013, 1.45798], [-1.39966, 0.09984, 0.83091], [-2.45617, 0.40513, -1.63508], [-2.24264, 2.11800, -1.21537], [-1.09880, 1.32028, -2.32394], [1.26383, 0.90151, -0.96641], [2.74990, -0.79880, 0.32127], [2.00004, -1.71483, 1.65290], [1.44099, -1.95482, -0.02186], [-0.43421, -1.01867, 2.36092]],
  "forces_ev_per_angstrom": [[-0.026, 0.073, 0.002], [0.024, 0.050, -0.174], [-0.085, -0.043, -0.168], [-0.224, -0.061, -0.081], [0.200, -0.117, 0.057], [-0.013, -0.094, 0.014], [0.210, -0.001, -0.010], [0.074, 0.240, -0.010], [0.071, -0.143, 0.044], [-0.166, 0.040, 0.185], [-0.176, -0.139, 0.017], [-0.085, -0.023, 0.124], [0.004, 0.106, -0.012], [0.212, 0.014, 0.147], [-0.019, 0.098, -0.136]],
  "e_above_lowest_kcal_mol": 9.0,
  "e_tot_ev": -8294.6068,
  "smiles": "Cc1cn(C)cn1",
  "fmax_ha_per_bohr": 0.0050,
  "gap_ev": 9.5
}

2.
{
  "formula": "C5H7N3",
  "method": "the ωB97M-V functional and the def2-TZVPD basis",
  "elements": ["N", "C", "C", "C", "N", "N", "C", "C", "H", "H", "H", "H", "H", "H", "H"],
  "xyz": [[2.34976, -0.14768, -0.49763], [1.20571, -0.04779, 0.37386], [0.04664, -0.71754, -0.18938], [-1.40364, -1.38377, 0.00066], [-2.40487, -0.63228, -0.09183], [-2.22015, 0.72537, -0.38625], [-1.15040, 1.33963, -0.14170], [-0.10307, 0.64989, 0.61389], [2.07543, 0.43679, -1.37729], [3.16567, 0.37114, -0.18177], [1.40040, -0.57617, 1.39767], [-0.08479, -0.42706, -1.19464], [-1.48573, -2.45324, 0.10495], [-1.18223, 2.42171, -0.17056], [-0.20874, 0.44101, 1.74004]],
  "forces_ev_per_angstrom": [[-0.672, 3.043, -2.259], [1.702, -3.798, 2.704], [-4.722, -0.402, 1.015], [3.982, -0.148, 0.363], [-0.530, 0.519, -0.089], [-1.793, -0.202, -0.928], [0.875, 0.949, 2.027], [1.040, -0.967, 0.789], [0.681, -1.617, 1.576], [-0.114, -0.017, 0.516], [0.487, 1.329, -1.775], [0.418, 0.543, -1.606], [-0.467, -0.189, 0.191], [-0.029, 0.189, -0.722], [-0.857, 0.765, -1.801]],
  "e_above_lowest_kcal_mol": 146.3,
  "e_tot_ev": -9763.0450,
  "smiles": "NC1[C@H]2C=NN=C[C@H]12",
  "fmax_ha_per_bohr": 0.0965,
  "gap_ev": 9.9
}

Number 1: LUMO 0.9 eV. Number 2: LUMO 0.6 eV.